Below is an isolated molecule of C3H5Cl3, with properties calculated with the ωB97M-V functional and the def2-TZVPD basis.

Each line ends with the Löwdin charge.
Positions of all 11 atoms, in Å:
C  -1.158  -0.023  0.550  -0.210
C  -0.167  -0.011  -0.547  -1.244
Cl  -0.398  -1.421  -1.665  0.576
Cl  -0.381  1.517  -1.581  0.550
C  1.191  -0.053  0.153  -0.663
Cl  2.552  0.027  -1.001  0.536
H  -1.576  -1.043  0.878  0.108
H  -0.733  0.418  1.485  0.088
H  -2.022  0.695  0.258  0.096
H  1.338  -0.969  0.802  0.113
H  1.355  0.864  0.667  0.049

Summary:
**HOMO energy**: -0.400 Ha
**SMILES**: CC(Cl)(Cl)CCl
**E_tot**: -1497.87318 Eh
**2S+1**: 1

***

Below is a structure of composition C56H62As2IrN3O3PS, with properties calculated with the ωB97M-V functional and the def2-TZVPD basis.

Each line ends with the Löwdin charge.
Positions of all 129 atoms, in Å:
Ir  0.291  -0.473  1.129  0.987
C  -1.218  2.863  4.387  -0.024
C  -0.354  3.569  3.377  -0.161
C  0.151  4.794  3.749  -0.009
C  0.983  5.526  2.908  0.007
C  1.346  5.016  1.669  -0.008
C  0.910  3.778  1.255  -0.208
C  1.250  3.287  -0.097  -0.050
C  0.036  3.009  2.091  -0.197
N  -0.440  1.787  1.687  0.113
C  -1.840  1.702  1.887  -0.488
O  -2.576  2.645  1.731  0.118
C  -2.348  0.382  2.324  -0.188
C  -3.606  0.258  2.880  0.049
C  -4.039  -1.000  3.280  0.017
C  -3.220  -2.088  3.041  0.053
C  -1.982  -1.875  2.453  -0.183
N  -1.537  -0.662  2.154  0.014
C  -1.063  -2.999  2.135  -0.547
O  -1.447  -4.132  2.381  0.086
N  0.158  -2.636  1.667  -0.007
C  1.055  -3.797  1.758  -0.189
C  1.082  -4.882  0.853  -0.207
C  0.005  -5.240  -0.146  -0.036
C  2.092  -5.831  1.005  -0.044
C  2.963  -5.819  2.079  -0.049
C  2.725  -4.925  3.105  -0.040
C  1.740  -3.956  2.974  -0.245
C  1.273  -3.244  4.211  -0.029
H  -0.923  3.163  5.390  0.102
H  -1.150  1.778  4.335  0.064
H  -2.263  3.142  4.251  0.104
H  -0.106  5.195  4.720  0.130
H  1.348  6.495  3.221  0.127
H  1.972  5.601  1.008  0.129
H  1.908  3.984  -0.612  0.110
H  0.333  3.173  -0.675  0.037
H  1.743  2.316  -0.040  0.022
H  -4.215  1.145  2.988  0.137
H  -5.004  -1.127  3.750  0.130
H  -3.498  -3.105  3.280  0.139
H  0.113  -4.774  -1.120  0.038
H  -0.974  -4.999  0.251  0.061
H  0.039  -6.317  -0.304  0.095
H  2.143  -6.643  0.291  0.117
H  3.737  -6.568  2.166  0.114
H  3.259  -5.014  4.042  0.119
H  0.400  -3.769  4.607  0.106
H  0.953  -2.231  4.006  0.018
H  2.034  -3.242  4.989  0.093
C  -0.473  1.169  -2.876  -0.395
C  0.965  1.119  -2.364  -0.369
As  1.617  -0.142  -0.999  1.249
C  3.480  0.406  -0.852  -0.397
C  3.991  1.609  -1.325  -0.105
C  5.355  1.869  -1.235  -0.054
C  6.211  0.923  -0.695  -0.054
C  5.709  -0.296  -0.257  -0.056
C  4.350  -0.553  -0.339  -0.139
C  2.040  -1.672  -2.099  -0.375
C  1.859  -2.951  -1.627  -0.124
C  2.315  -4.040  -2.365  -0.054
C  2.942  -3.838  -3.581  -0.048
C  3.143  -2.544  -4.052  -0.050
C  2.710  -1.462  -3.308  -0.091
As  -1.831  1.862  -1.620  1.327
C  -1.818  3.746  -2.153  -0.384
C  -1.796  4.713  -1.154  -0.131
C  -1.814  6.065  -1.476  -0.074
C  -1.862  6.459  -2.802  -0.070
C  -1.903  5.501  -3.808  -0.066
C  -1.887  4.155  -3.483  -0.103
C  -3.437  1.363  -2.603  -0.406
C  -4.635  1.414  -1.891  -0.133
C  -5.842  1.150  -2.520  -0.070
C  -5.867  0.844  -3.874  -0.068
C  -4.683  0.809  -4.595  -0.069
C  -3.473  1.064  -3.962  -0.141
H  -0.801  0.191  -3.228  0.046
H  -0.459  1.836  -3.740  0.070
H  1.285  2.108  -2.059  0.029
H  1.613  0.830  -3.192  0.062
H  3.347  2.356  -1.768  0.091
H  5.747  2.809  -1.600  0.115
H  7.272  1.123  -0.637  0.116
H  6.380  -1.050  0.132  0.118
H  3.968  -1.522  -0.032  0.105
H  1.407  -3.090  -0.659  0.059
H  2.195  -5.044  -1.980  0.107
H  3.295  -4.683  -4.155  0.117
H  3.660  -2.380  -4.987  0.116
H  2.934  -0.466  -3.665  0.102
H  -1.803  4.415  -0.113  0.081
H  -1.805  6.807  -0.689  0.107
H  -1.884  7.510  -3.056  0.111
H  -1.958  5.806  -4.844  0.111
H  -1.944  3.422  -4.281  0.092
H  -4.625  1.682  -0.839  0.098
H  -6.766  1.197  -1.959  0.110
H  -6.808  0.646  -4.368  0.112
H  -4.701  0.596  -5.656  0.114
H  -2.562  1.041  -4.548  0.099
O  -1.140  -0.868  -0.584  -0.744
S  -1.765  -2.252  -0.901  1.019
C  -1.617  -2.566  -2.683  -0.277
C  -2.973  -2.286  -3.320  -0.197
C  -4.027  -2.623  -2.267  -0.195
C  -3.551  -1.961  -0.978  -0.276
H  -1.337  -3.617  -2.755  0.095
H  -0.783  -1.971  -3.052  0.081
H  -3.099  -2.867  -4.233  0.131
H  -3.051  -1.231  -3.577  0.079
H  -4.110  -3.703  -2.127  0.123
H  -5.011  -2.248  -2.543  0.124
H  -3.993  -2.383  -0.077  0.094
H  -3.678  -0.876  -0.993  0.077
C  3.335  -1.158  2.789  -0.205
P  1.964  0.015  2.611  0.707
C  1.296  0.348  4.271  -0.215
C  2.965  1.509  2.376  -0.201
H  3.596  -1.221  3.845  0.072
H  4.184  -0.755  2.241  0.037
H  3.117  -2.149  2.412  0.030
H  2.124  0.404  4.980  0.072
H  0.588  -0.403  4.608  0.042
H  0.799  1.314  4.248  0.015
H  3.672  1.515  3.209  0.080
H  2.384  2.421  2.425  0.030
H  3.525  1.468  1.444  0.038

Summary:
**Total charge**: +2
**HOMO energy (spin up / spin down)**: -0.470 / -0.470 Ha
**<S²>**: 0.7784
**E_tot**: -7876.07121 Eh
**2S+1**: 2

***

Below is an isolated molecule of C2H5OPS2, with properties calculated with the ωB97M-V functional and the def2-TZVPD basis.

Each line ends with the Löwdin charge.
Positions of all 11 atoms, in Å:
C  0.838  -0.252  0.606  -0.615
C  0.942  0.977  -0.280  -0.716
O  -2.954  -0.446  -0.852  -0.645
P  -0.529  -1.420  0.363  0.672
S  -0.393  2.028  0.124  0.571
S  -2.298  -0.141  0.410  0.570
H  1.537  -1.143  0.406  0.077
H  0.704  0.073  1.638  0.053
H  1.823  1.526  -0.192  0.050
H  0.699  0.507  -1.200  0.035
H  -0.369  -1.710  -1.024  -0.050

Summary:
**HOMO energy (spin up / spin down)**: -0.329 / -0.321 Ha
**E_tot**: -1292.05930 Eh
**2S+1**: 1